Entry 1:
# C32H27CrN6O9S2

A structure of composition C32H27CrN6O9S2 at a distorted geometry (ωB97M-V/def2-TZVPD, the OMol25 dataset).

Calculated values
multiplicity = 4
<S²> = 3.775
E_tot = -111085.480 eV
gap between HOMO and LUMO (alpha / beta) = 6.754 / 6.453 eV
relative energy (zero: lowest compared OMol25 entry of this formula, charge and spin) = 1.559 eV

Each line ends with the Löwdin spin population.
Element x y z (Å)
1 Cr -0.375057 0.611839 1.517199  2.89
2 O 3.578509 -4.892628 0.072878  0.00
3 C 3.937081 -3.721983 0.246248  0.00
4 O 5.012408 -3.117972 0.125891  0.00
5 C 2.753130 -2.773842 0.686047  0.01
6 C 3.015897 -1.591704 1.348294  0.00
7 C 1.961889 -0.806107 1.762816  0.01
8 N 0.664129 -1.109782 1.492156  -0.01
9 C 0.406934 -2.289461 0.883703  0.01
10 C 1.436888 -3.127768 0.474212  0.00
11 C -0.967126 -2.831585 0.760693  0.00
12 C -1.326638 -3.555411 -0.372526  0.00
13 C -2.559599 -4.180140 -0.402734  0.00
14 C -3.379684 -4.104057 0.709400  0.00
15 C -2.935301 -3.369133 1.793620  0.00
16 N -1.763353 -2.739597 1.828812  0.00
17 C 2.139035 0.386086 2.593417  0.01
18 C 3.365350 0.826587 3.070688  0.00
19 C 3.410156 1.903900 3.933914  0.01
20 C 2.217736 2.506541 4.316817  0.00
21 C 1.042151 2.042249 3.771568  0.01
22 N 0.992937 1.023189 2.907357  -0.01
23 H 4.043754 -1.309411 1.529322  0.00
24 H 1.221088 -4.095899 0.044352  0.00
25 H -0.654578 -3.605728 -1.217662  0.00
26 H -2.876305 -4.728838 -1.280314  0.00
27 H -4.345621 -4.588641 0.734338  0.00
28 H -3.551824 -3.275729 2.682823  0.00
29 H 4.271779 0.328382 2.761004  0.00
30 H 4.360415 2.256198 4.311027  0.00
31 H 2.201708 3.334158 5.010709  0.00
32 H 0.095304 2.510759 4.006479  0.00
33 N -2.027361 0.197615 2.861480  0.00
34 N -2.783037 1.305724 3.314213  0.00
35 C -2.751100 2.437536 2.573143  0.00
36 N -3.784247 3.275260 2.717607  0.00
37 S -1.438006 2.857030 1.617201  -0.01
38 H -2.622754 -0.257605 2.145662  0.00
39 H -1.880293 -0.436419 3.638029  0.00
40 H -3.693551 1.047267 3.670755  0.00
41 H -4.650370 2.980012 3.134111  0.00
42 H -3.765809 4.127581 2.186473  0.00
43 C 6.619459 3.092333 -2.122928  0.00
44 C 5.218799 2.580181 -1.924959  0.00
45 C 4.812494 1.359891 -2.449800  0.00
46 C 3.519157 0.894546 -2.254520  0.00
47 C 2.621431 1.660803 -1.537728  0.00
48 C 3.004090 2.889039 -1.009316  0.00
49 C 4.296314 3.339991 -1.203174  0.00
50 S 0.994497 1.052369 -1.141921  0.00
51 O 0.988700 -0.377465 -1.336420  0.00
52 O 0.014204 1.812955 -1.865491  0.00
53 O 0.971949 1.390483 0.346942  0.02
54 H 7.256994 2.343655 -2.589636  0.00
55 H 7.059613 3.380021 -1.167148  0.00
56 H 6.613815 3.978381 -2.760768  0.00
57 H 5.519251 0.753921 -3.002799  0.00
58 H 3.208969 -0.070453 -2.635426  0.00
59 H 2.287100 3.469156 -0.443929  0.00
60 H 4.605859 4.289117 -0.780223  0.00
61 O -3.696979 0.200277 0.724004  0.01
62 C -2.830934 0.085883 -0.168374  0.01
63 O -1.571656 0.209341 0.056651  0.04
64 C -3.240238 -0.174207 -1.573458  0.00
65 C -2.279343 -0.548661 -2.505089  0.00
66 C -2.633027 -0.868326 -3.814554  0.00
67 C -3.963778 -0.768314 -4.138724  0.00
68 O -4.564244 -1.021805 -5.339266  0.00
69 C -5.935934 -0.682555 -5.178811  0.00
70 O -6.159131 -0.366577 -3.811715  0.00
71 C -4.923163 -0.376882 -3.212352  0.00
72 C -4.596804 -0.086190 -1.916857  0.00
73 H -1.243561 -0.576994 -2.199749  0.00
74 H -1.899086 -1.172226 -4.548114  0.00
75 H -6.562412 -1.528196 -5.471131  0.00
76 H -6.175074 0.185182 -5.803445  0.00
77 H -5.333994 0.202852 -1.180996  0.00

Cartesian forces (eV/Å) of the 3 atoms listed first:
Cr -1.510 0.701 -0.602
O 0.155 -0.041 -0.007
C -0.537 0.439 -0.084

=====

Entry 2:
# C32H27F17N6O3Sc

A structure of composition C32H27F17N6O3Sc at a distorted geometry (ωB97M-V/def2-TZVPD, the OMol25 dataset).

Calculated values
multiplicity = 1
E_tot = -115611.027 eV
gap between HOMO and LUMO = 6.049 eV
net charge = -1

Each line ends with the Löwdin charge.
Element x y z (Å)
1 Sc -0.598587 -1.178653 0.115304  0.97
2 C 6.492942 -1.940160 -1.473519  -0.07
3 C 5.079402 -1.461305 -1.319947  -0.28
4 C 4.508462 -0.605148 -2.256275  -0.05
5 C 3.198471 -0.213362 -2.152668  -0.01
6 C 2.363120 -0.647111 -1.097008  -0.20
7 N 1.041033 -0.316136 -1.055802  0.01
8 C 0.636025 0.795365 -1.733947  -0.26
9 C 1.371761 1.997218 -1.633522  -0.03
10 C 1.067624 3.101459 -2.389207  -0.09
11 C -0.007349 3.070015 -3.275728  -0.31
12 C -0.309692 4.228254 -4.181208  -0.07
13 C -0.796566 1.927390 -3.319194  0.01
14 C -0.532306 0.813091 -2.538619  -0.06
15 C -1.386949 -0.462662 -2.628391  -0.32
16 O -1.307241 -1.332576 -1.599662  -0.16
17 C -0.923808 -1.181437 -3.925577  -0.53
18 F -1.298823 -0.511200 -5.044382  0.14
19 F -1.397585 -2.418037 -4.061487  0.17
20 F 0.410428 -1.272664 -3.991747  0.17
21 C -2.916934 -0.200075 -2.727761  -0.53
22 F -3.379238 0.792682 -3.528212  0.12
23 F -3.579798 -1.287206 -3.129775  0.17
24 F -3.381972 0.106033 -1.507191  0.15
25 C 2.945112 -1.540641 -0.169247  -0.06
26 C 4.272623 -1.928655 -0.295888  0.00
27 C 2.048789 -2.231214 0.853722  -0.32
28 O 0.936598 -1.562313 1.256599  -0.22
29 C 2.831305 -2.633915 2.133554  -0.54
30 F 2.006225 -2.901945 3.150531  0.16
31 F 3.651221 -1.665742 2.570009  0.16
32 F 3.599381 -3.736345 2.004646  0.14
33 C 1.596208 -3.551339 0.154013  -0.52
34 F 0.684222 -3.247520 -0.806483  0.14
35 F 2.568904 -4.233978 -0.466891  0.16
36 F 1.003856 -4.428338 0.972213  0.17
37 H 7.118474 -1.160091 -1.904951  0.07
38 H 6.520095 -2.799831 -2.146246  0.08
39 H 6.906948 -2.244736 -0.514478  0.07
40 H 5.108160 -0.253603 -3.086316  0.11
41 H 2.766752 0.411352 -2.921419  0.11
42 H 2.201723 2.001197 -0.942115  0.13
43 H 1.669129 3.998675 -2.295812  0.11
44 H 0.298014 5.090200 -3.908932  0.07
45 H -1.366386 4.492087 -4.142161  0.06
46 H -0.084185 3.969605 -5.214481  0.08
47 H -1.613912 1.914375 -4.021289  0.12
48 H 4.706053 -2.622401 0.407701  0.11
49 O 1.398748 1.164621 1.970642  -0.08
50 C 0.706137 1.572367 3.125394  -0.29
51 C 0.811292 0.583955 4.290895  -0.15
52 C -0.065671 -0.667076 4.129076  -0.13
53 C -1.543770 -0.418644 4.153518  -0.28
54 C -2.356537 -1.009478 5.121574  -0.02
55 C -3.723593 -0.815465 5.059211  -0.08
56 C -4.242382 -0.014789 4.054097  -0.07
57 C -3.355900 0.551004 3.152162  -0.14
58 N -2.051878 0.350186 3.196569  0.10
59 H 1.154160 0.244074 1.761653  0.03
60 H -0.354112 1.751508 2.897717  0.08
61 H 1.181670 2.518908 3.411778  0.11
62 H 0.545230 1.101931 5.217450  0.11
63 H 1.852944 0.260930 4.370335  0.11
64 H 0.192991 -1.371749 4.921674  0.11
65 H 0.164367 -1.139487 3.170028  0.09
66 H -1.927595 -1.640769 5.886134  0.11
67 H -4.377763 -1.287663 5.779872  0.10
68 H -5.304030 0.154697 3.966777  0.09
69 H -3.699251 1.190308 2.346801  0.10
70 N -1.035682 4.469830 -0.742517  0.20
71 C -2.271161 3.930333 -0.824622  -0.48
72 N -3.266203 4.691125 -1.340991  0.17
73 N -2.593866 2.778498 -0.325806  0.16
74 C -1.829150 1.848176 0.108997  -0.26
75 N -1.237739 0.921001 0.476596  0.19
76 H -0.786487 5.239920 -1.341255  0.11
77 H -0.279218 3.849705 -0.486465  0.10
78 H -3.045731 5.481606 -1.921212  0.10
79 H -4.141883 4.223742 -1.504882  0.11
80 F -1.221381 -3.014523 1.016740  -0.11
81 C -2.496457 -2.640087 1.592959  -0.11
82 F -2.557529 -1.306762 1.038982  -0.12
83 C -3.483552 -3.414615 0.721006  -0.62
84 F -4.731972 -2.913725 0.804983  0.12
85 F -3.583029 -4.699310 1.124138  0.11
86 F -3.171744 -3.462936 -0.590762  0.12

Cartesian forces (eV/Å) of the 3 atoms listed first:
Sc 0.695 0.836 0.544
C -0.130 -0.033 -0.079
C 0.001 -0.051 0.120

=====

Entry 3:
# C32H27F9MoNO2PSe

A structure of composition C32H27F9MoNO2PSe (ωB97M-V/def2-TZVPD, the OMol25 dataset).

Calculated values
multiplicity = 1
E_tot = -140137.324 eV
gap between HOMO and LUMO (alpha / beta) = 4.861 / 4.840 eV
relative energy (zero: lowest compared OMol25 entry of this formula, charge and spin) = 1.216 eV
net charge = +2

Each line ends with the Löwdin charge.
Element x y z (Å)
1 Mo -1.114088 0.869199 0.664766  1.12
2 O 0.253912 -0.569341 -1.260202  -0.02
3 N 0.537020 -0.251721 0.064512  -0.20
4 C 1.667770 -0.622990 0.539089  -0.03
5 C 2.136185 -0.444417 1.907062  -0.20
6 C 3.475575 -0.782806 2.115187  0.00
7 C 4.038779 -0.706864 3.379108  -0.02
8 C 3.256258 -0.312434 4.451547  -0.02
9 C 1.917708 0.009430 4.261497  -0.04
10 C 1.343199 -0.032507 2.996392  -0.26
11 P -0.398660 0.408407 2.835825  0.95
12 C -1.259824 -0.027953 4.333907  -0.37
13 C -1.318979 0.875649 5.398541  -0.09
14 C -1.953003 0.511072 6.574415  -0.05
15 C -2.521538 -0.751311 6.690393  -0.04
16 C -2.457029 -1.653986 5.637450  -0.04
17 C -1.827473 -1.296562 4.456472  -0.09
18 C -0.554150 2.108284 2.398478  -0.47
19 C 0.646728 2.916416 2.079111  -0.25
20 C 1.386956 5.124938 1.321449  0.13
21 C -0.813956 5.016028 1.952458  -0.17
22 C -1.829797 4.209640 2.655007  0.01
23 C -1.711564 2.894654 2.846731  -0.08
24 H 1.083827 -0.764911 -1.726894  0.12
25 H 2.344459 -1.152025 -0.130172  0.15
26 H 4.077509 -1.117566 1.279955  0.13
27 H 5.076632 -0.971255 3.525352  0.13
28 H 3.680191 -0.263489 5.445339  0.13
29 H 1.317387 0.291219 5.116582  0.11
30 H -0.871049 1.859316 5.312486  0.11
31 H -2.002163 1.207627 7.399699  0.12
32 H -3.017292 -1.033757 7.609321  0.12
33 H -2.898838 -2.635905 5.733988  0.12
34 H -1.784629 -2.003491 3.636922  0.08
35 H 1.438974 2.335646 1.609904  0.14
36 H 2.144878 5.042547 2.096052  0.19
37 H -1.253110 5.742215 1.275493  0.15
38 H -2.714132 4.742141 2.980124  0.14
39 H -2.524548 2.367307 3.334115  0.12
40 F 0.950789 2.538881 -2.046251  0.21
41 C 1.147828 3.474540 -1.138006  -0.54
42 F 1.565486 4.590553 -1.726464  0.20
43 F 2.164950 3.058285 -0.336501  0.15
44 C -0.140640 3.718862 -0.282314  -0.25
45 O -0.871486 2.565521 -0.235096  -0.25
46 C 0.276897 4.159845 1.181993  -0.13
47 F 1.206933 3.446715 3.251964  0.03
48 F 1.536938 6.093765 0.542353  0.31
49 F -0.012418 5.803002 2.838714  0.03
50 C -1.053524 4.739056 -1.033544  -0.56
51 F -0.593837 5.994493 -0.947651  0.18
52 F -1.141640 4.402807 -2.310505  0.22
53 F -2.278117 4.716933 -0.503181  0.18
54 C -8.455034 -0.238759 -1.107744  -0.03
55 C -7.021822 -0.385696 -0.692669  -0.24
56 C -6.408123 -1.632537 -0.646013  0.01
57 C -5.085420 -1.796800 -0.256204  -0.30
58 C -4.504458 -3.181354 -0.206493  -0.09
59 C -4.353327 -0.647896 0.078568  -0.47
60 Se -2.654193 -1.005196 0.902934  0.87
61 C -4.930373 0.625508 0.011015  -0.28
62 C -4.187099 1.895389 0.316079  -0.04
63 C -6.263722 0.731609 -0.354231  0.00
64 H -8.901363 -1.202328 -1.343427  0.08
65 H -8.536462 0.397848 -1.989514  0.09
66 H -9.042450 0.222684 -0.313088  0.09
67 H -6.979876 -2.511890 -0.916137  0.13
68 H -5.221670 -3.898281 -0.598673  0.09
69 H -4.260829 -3.479805 0.815727  0.08
70 H -3.592772 -3.265059 -0.800662  0.08
71 H -3.115990 1.676164 0.409641  -0.02
72 H -4.533180 2.400060 1.217245  0.10
73 H -4.236106 2.596189 -0.518271  0.10
74 H -6.716732 1.715673 -0.396969  0.13

Cartesian forces (eV/Å) of the 3 atoms listed first:
Mo -0.241 -0.318 0.037
O 0.071 0.039 0.048
N 0.004 0.189 -0.211